Entry 1:
Computed, not measured: one molecule with the formula C7H10O2Si in a non-equilibrium geometry, with the ωB97M-V functional and the def2-TZVPD basis.

Output
ΔE to the lowest compared entry with this formula, charge and spin = 2.579 eV
SMILES = O[SiH2][C@H](O)c1ccccc1
HOMO = -9.1 eV
Largest force on an atom = 0.053 hartree/bohr
Gap between HOMO and LUMO = 0.3613 Ha
E_tot = -19394.3207 eV

```
20
Properties=species:S:1:pos:R:3:forces:R:3:nbo_charge:R:1
O 3.8587 -0.5623 -0.0902 1.0 0.0 -0.3 -1.093
Si 2.3491 -0.7914 0.4477 -0.7 0.4 -0.6 1.460
C 1.1665 0.2649 -0.6383 1.5 2.0 1.0 -0.322
O 1.7805 1.6427 -0.2212 -0.8 -2.2 -0.6 -0.768
C -0.2739 0.1460 -0.2964 -0.3 0.0 0.2 -0.087
C -0.8916 -1.0887 -0.4858 0.1 0.0 0.0 -0.167
C -2.2150 -1.2770 -0.1427 -0.1 0.0 0.0 -0.217
C -2.9534 -0.2299 0.3887 -0.1 0.0 0.0 -0.221
C -2.3545 1.0023 0.5694 -0.1 0.0 0.0 -0.198
C -1.0228 1.1875 0.2357 0.1 0.1 0.0 -0.212
H 4.1324 0.3086 -0.3794 0.0 0.2 0.1 0.511
H 2.1604 -2.2273 0.2816 -0.3 -0.3 0.1 -0.216
H 2.1560 -0.3082 1.8112 -0.1 0.0 0.3 -0.209
H 1.3349 0.1616 -1.7106 0.1 -0.1 0.0 0.213
H 1.2424 2.3187 -0.6357 -0.1 0.2 -0.2 0.469
H -0.3179 -1.9043 -0.9022 0.0 -0.1 0.0 0.204
H -2.6758 -2.2442 -0.2795 0.0 -0.1 0.0 0.214
H -3.9876 -0.3785 0.6618 -0.1 0.0 0.0 0.214
H -2.9210 1.8283 0.9745 0.0 0.0 0.0 0.214
H -0.5674 2.1512 0.4113 0.0 0.0 0.0 0.210
```
Forces are in eV/Å.

Entry 2:
Computed, not measured: one molecule with the formula C19H19F3N2O2S in a non-equilibrium geometry, with the ωB97M-V functional and the def2-TZVPD basis.

Output
ΔE to the lowest compared entry with this formula, charge and spin = 0.349 eV
SMILES = CCCCOc1cccc(C(=O)NC(=S)Nc2cccc(C(F)(F)F)c2)c1
HOMO = -8.6 eV
Largest force on an atom = 0.024 hartree/bohr
Gap between HOMO and LUMO = 0.3082 Ha
E_tot = -46075.9331 eV

```
46
Properties=species:S:1:pos:R:3:forces:R:3:nbo_charge:R:1
C 7.7936 -0.9143 -1.8806 0.0 -0.1 0.2 -0.598
C 7.1034 -1.3807 -0.6049 -0.2 0.1 -0.2 -0.393
C 5.5913 -1.1900 -0.6849 0.0 -0.1 0.4 -0.426
C 4.8972 -1.6680 0.5913 0.4 0.0 -0.2 -0.058
O 3.4897 -1.5352 0.5287 -0.3 0.0 0.0 -0.489
C 2.9125 -0.3194 0.6796 -0.2 0.2 0.1 0.306
C 3.5718 0.8631 1.0101 0.1 -0.3 0.0 -0.286
C 2.8563 2.0423 1.1378 -0.2 0.0 0.0 -0.185
C 1.4905 2.0672 0.9448 -0.2 0.0 0.0 -0.188
C 0.8162 0.8854 0.6365 0.6 0.1 0.0 -0.155
C -0.6497 0.9653 0.4392 -0.3 0.0 0.0 0.688
O -1.2063 1.9939 0.0844 0.1 0.1 0.0 -0.613
N -1.3331 -0.1914 0.7064 0.3 0.1 0.0 -0.626
C -2.6973 -0.4460 0.6010 -0.4 -0.1 0.0 0.278
S -3.1816 -1.9657 1.0106 -0.1 -0.4 0.1 -0.190
N -3.4408 0.5901 0.1784 1.2 0.4 0.0 -0.603
C -4.8003 0.7198 -0.0559 -0.9 -0.2 -0.1 0.232
C -5.2424 1.9838 -0.4614 0.1 -0.1 0.0 -0.238
C -6.5769 2.2153 -0.7197 0.0 0.0 0.0 -0.197
C -7.5053 1.1953 -0.5829 0.0 -0.2 0.1 -0.193
C -7.0649 -0.0586 -0.1873 -0.1 0.2 -0.1 -0.130
C -8.0437 -1.1854 -0.0081 -0.2 -0.2 0.1 0.973
F -7.6057 -2.3400 -0.5334 0.2 0.0 -0.1 -0.321
F -8.2932 -1.4354 1.2922 0.1 0.1 0.2 -0.325
F -9.2361 -0.9416 -0.5743 -0.1 0.2 -0.1 -0.325
C -5.7270 -0.3101 0.0809 -0.1 0.0 0.0 -0.239
C 1.5282 -0.2979 0.4990 0.1 0.1 0.0 -0.195
H 8.8686 -1.0577 -1.8062 0.1 0.0 -0.1 0.211
H 7.5992 0.1413 -2.0570 0.0 0.1 -0.1 0.202
H 7.4306 -1.4767 -2.7376 0.0 0.0 -0.1 0.204
H 7.4955 -0.8195 0.2467 0.0 -0.1 0.1 0.194
H 7.3256 -2.4363 -0.4352 0.0 0.0 0.1 0.198
H 5.1912 -1.7547 -1.5293 0.0 0.0 0.0 0.209
H 5.3620 -0.1357 -0.8562 0.0 0.0 -0.1 0.203
H 5.0616 -2.7411 0.7219 0.0 0.1 0.0 0.197
H 5.2983 -1.1517 1.4721 0.0 -0.1 0.0 0.170
H 4.6384 0.8802 1.1662 0.1 0.0 0.0 0.221
H 3.3806 2.9523 1.3872 0.0 0.1 0.0 0.220
H 0.9280 2.9828 1.0330 0.0 0.1 0.0 0.235
H -0.8075 -0.9897 1.0414 -0.2 0.2 0.0 0.435
H -2.8844 1.4399 0.0086 -0.1 -0.3 0.1 0.443
H -4.5228 2.7823 -0.5704 0.1 0.1 0.0 0.217
H -6.9013 3.1963 -1.0300 0.0 0.1 0.0 0.221
H -8.5503 1.3682 -0.7839 -0.1 0.0 0.0 0.231
H -5.4170 -1.2954 0.3868 0.0 0.0 0.0 0.264
H 1.0573 -1.2266 0.2143 -0.1 -0.1 0.0 0.218
```
Forces are in eV/Å.

Entry 3:
Computed, not measured: H58NO31P2 as an isolated structure in a non-equilibrium geometry, with the ωB97M-V functional and the def2-TZVPD basis.

Output
ΔE to the lowest compared entry with this formula, charge and spin = 0.000 eV
HOMO = -6.6 eV
Largest force on an atom = 0.034 hartree/bohr
Net charge = -1
Gap between HOMO and LUMO = 0.2790 Ha
E_tot = -84490.1066 eV

```
92
Properties=species:S:1:pos:R:3:forces:R:3:lowdin_charge:R:1
O 2.4387 0.7537 0.9767 0.2 -0.6 0.0 -0.465
P 1.6884 2.0534 0.8701 0.7 -0.4 0.9 0.552
N 0.4338 2.2235 1.8922 0.0 0.8 -1.4 -0.311
P -0.9710 1.6647 1.3723 0.0 -0.5 1.7 0.222
O -1.6296 0.8434 2.3988 -1.1 -0.2 0.6 -0.304
O -0.7949 0.8323 0.0064 0.2 0.4 -0.1 -0.183
O -2.0280 2.8350 0.9776 0.5 -0.3 -0.5 -0.153
H 1.3440 2.2903 -0.4647 -0.1 0.2 0.1 0.004
H 2.5991 3.0525 1.2293 -0.2 0.3 -0.2 -0.008
H -0.8659 -0.1000 0.2510 -0.1 -0.1 -0.1 0.075
H -1.6623 3.4140 0.2966 -0.1 0.2 0.0 0.086
O 0.3871 3.0530 4.7876 -0.2 0.4 -0.1 -0.075
H 1.2403 3.4696 4.9391 0.1 -0.1 0.0 0.040
H 0.3562 2.9330 3.8121 0.0 -0.3 0.0 0.000
O 2.9671 2.5019 -2.2993 0.0 0.1 0.1 -0.070
H 3.2549 1.6984 -2.7450 -0.1 -0.1 0.1 0.029
H 3.2579 3.2092 -2.8801 0.0 0.0 -0.1 0.015
O 3.2839 -0.8984 -1.1812 0.2 -0.4 0.1 -0.076
H 3.6394 -1.7878 -1.0818 -0.1 -0.1 0.0 0.009
H 2.9519 -0.6772 -0.2915 0.0 0.6 -0.2 -0.006
O 6.1120 -2.3333 -1.4766 -0.2 -0.2 -0.2 -0.055
H 5.7846 -1.5101 -1.8648 0.0 0.0 0.1 0.043
H 6.7059 -2.6937 -2.1459 0.2 0.1 0.1 0.045
O 4.5381 -4.8277 -2.7554 0.0 0.0 -0.1 -0.059
H 4.9307 -4.0158 -2.4129 0.0 0.2 0.1 0.007
H 5.2026 -5.4987 -2.5689 0.0 0.0 0.0 -0.018
O -1.4364 -1.8194 2.4732 0.1 -0.7 0.0 -0.077
H -1.0912 -2.1338 3.3148 -0.2 -0.1 0.1 0.019
H -2.0669 -1.1286 2.7271 0.4 0.2 -0.5 0.006
O -2.4096 1.8000 -2.2327 -0.1 0.0 0.2 -0.077
H -2.1276 1.4138 -1.3870 0.1 0.0 -0.2 -0.021
H -2.8039 1.0605 -2.7062 -0.1 0.0 -0.1 -0.012
O 5.0948 -6.9888 -1.0381 0.1 0.0 0.1 -0.061
H 5.3977 -7.2815 -0.1737 0.0 0.0 0.0 0.043
H 4.5149 -6.2376 -0.8550 -0.1 0.0 -0.1 0.041
O 0.2515 -3.9824 0.6246 -0.2 -0.1 0.0 -0.071
H 0.6483 -4.2853 1.4465 0.2 0.1 0.0 0.021
H -0.3534 -3.2871 0.9124 0.0 0.1 0.1 0.000
O -4.0510 -0.4781 -3.8985 0.2 0.1 0.1 -0.049
H -4.7112 -0.5424 -4.5940 0.0 0.0 0.0 0.044
H -4.1966 -1.2777 -3.3781 -0.2 -0.1 -0.1 0.015
O -2.0053 -1.0638 5.3374 0.0 0.2 -0.2 -0.058
H -1.8016 -0.3656 4.6955 0.1 0.1 0.1 0.022
H -2.8894 -0.8409 5.6417 0.0 0.0 0.0 0.038
O 4.7682 1.1478 2.8385 0.0 0.1 0.0 -0.089
H 4.0745 1.1333 2.1578 -0.1 -0.1 -0.1 -0.022
H 4.5770 0.3650 3.3624 -0.1 0.0 0.0 0.022
O 1.8977 -2.0617 2.7511 0.1 -0.1 0.0 -0.062
H 2.0777 -1.3716 2.0957 -0.1 0.1 0.1 0.011
H 1.0108 -1.8539 3.0588 0.0 0.2 -0.1 0.007
O -6.0418 -2.5871 -3.1548 -0.1 0.1 0.2 -0.046
H -6.7034 -2.6543 -3.8525 -0.1 0.0 -0.1 0.008
H -6.1731 -3.3851 -2.6292 0.0 0.0 0.0 0.050
O 3.0596 2.5571 -5.3412 0.0 0.1 -0.2 -0.054
H 2.3155 3.1668 -5.3145 -0.1 -0.1 0.1 0.041
H 2.8292 1.9265 -6.0293 0.0 -0.1 0.0 0.038
O -7.8098 -0.1363 -1.9225 -0.1 0.0 0.0 -0.062
H -7.4128 -0.9632 -2.2182 0.2 -0.1 0.0 -0.005
H -7.0597 0.4487 -1.7789 0.0 0.0 0.0 0.032
O 7.4794 -5.5583 -3.6403 0.0 -0.1 0.0 -0.058
H 6.7913 -5.5490 -4.3143 0.0 0.1 0.0 0.037
H 7.2839 -6.3387 -3.1098 0.0 0.0 0.0 0.030
O -3.2072 -0.4700 -0.1512 -0.3 -0.3 -0.1 -0.031
H -3.9320 0.1643 -0.1370 0.1 0.1 0.1 0.054
H -3.4555 -1.1070 -0.8285 0.0 0.0 0.0 0.039
O -2.0312 4.6634 3.0960 -0.3 0.1 0.3 -0.056
H -1.7593 4.3202 3.9532 0.2 -0.1 0.0 0.018
H -2.4352 3.9005 2.6585 0.2 0.0 -0.2 0.026
O -1.0027 5.1041 6.4263 0.1 0.2 0.0 -0.061
H -0.7036 4.3069 5.9594 0.2 -0.1 -0.1 0.004
H -0.7607 5.8297 5.8380 -0.1 0.0 -0.1 0.050
O -8.5589 -2.7982 -4.9935 0.0 -0.2 -0.1 -0.038
H -9.3449 -2.2412 -4.9938 0.1 0.1 0.1 0.067
H -8.7085 -3.4312 -5.7045 0.0 0.1 -0.1 0.059
O 1.5383 5.9107 8.0795 0.0 0.1 -0.1 -0.068
H 0.7350 5.6840 7.5899 -0.2 -0.1 0.1 -0.008
H 2.2392 5.4344 7.6267 0.0 0.0 0.0 0.025
O -3.4997 6.7237 4.5041 0.0 0.0 0.0 -0.084
H -3.4078 6.2730 5.3491 0.0 0.0 0.0 0.014
H -3.1620 6.0752 3.8635 0.1 0.0 0.0 -0.009
O -7.8577 -5.3251 -3.4595 0.0 0.1 0.0 -0.054
H -8.3005 -4.5800 -3.8860 0.0 0.1 0.1 -0.007
H -7.2228 -5.6449 -4.1080 0.0 0.0 0.0 0.042
O 3.3236 5.4119 1.1041 0.0 0.2 0.0 -0.071
H 4.1197 5.7755 0.7058 0.0 0.0 0.0 0.032
H 3.5672 5.2368 2.0182 0.0 -0.1 0.0 0.031
O -2.7052 -2.6555 -5.6295 0.1 0.0 -0.1 -0.071
H -2.4430 -1.8055 -5.2561 -0.1 0.0 0.1 0.020
H -1.9830 -3.2531 -5.4150 0.0 0.0 0.0 0.034
O 8.0793 -0.1034 -1.5523 0.1 0.0 0.0 -0.063
H 7.7374 -0.5657 -0.7782 -0.1 0.0 0.0 0.028
H 9.0262 -0.0370 -1.4027 0.0 0.0 0.0 0.030
```
Forces are in eV/Å.

Entry 4:
Computed, not measured: one molecule with the formula CH3N3O2S in a non-equilibrium geometry, with the ωB97M-V functional and the def2-TZVPD basis.

Output
ΔE to the lowest compared entry with this formula, charge and spin = 2.010 eV
SMILES = O=S1(=O)N=NCN1
HOMO = -11.1 eV
Largest force on an atom = 0.092 hartree/bohr
Gap between HOMO and LUMO = 0.3668 Ha
E_tot = -20483.5691 eV

```
10
Properties=species:S:1:pos:R:3:forces:R:3:nbo_charge:R:1
O -2.0022 -0.9682 -0.9569 -0.2 0.2 -0.6 -0.907
S -1.2786 -0.2842 0.0529 0.6 -2.9 -0.5 2.332
O -1.7916 -0.3032 1.3719 0.2 0.9 0.4 -0.879
N -0.8200 1.2580 -0.4465 3.7 2.3 1.5 -0.377
N 0.4296 1.4724 -0.1598 -4.4 -0.1 -1.7 -0.038
C 1.1312 0.2613 0.2156 1.4 0.3 1.3 -0.165
N 0.3144 -0.8897 0.0360 -0.2 -0.3 -1.1 -0.836
H 2.0085 0.2194 -0.4323 0.1 0.0 0.2 0.231
H 1.4978 0.4462 1.2632 -0.4 -0.4 -0.8 0.236
H 0.5108 -1.2119 -0.9442 -0.7 0.0 1.3 0.403
```
Forces are in eV/Å.

Entry 5:
Computed, not measured: a 2-piece molecular cluster, C8H12N5O overall in a non-equilibrium geometry, with the ωB97M-V functional and the def2-TZVPD basis.

Output
ΔE to the lowest compared entry with this formula, charge and spin = 2.898 eV
HOMO = -11.8 eV
Largest force on an atom = 0.129 hartree/bohr
Net charge = +1
Gap between HOMO and LUMO = 0.2518 Ha
E_tot = -17978.4167 eV

```
26
Properties=species:S:1:pos:R:3:forces:R:3:nbo_charge:R:1
C 3.2672 -0.1705 0.9363 -2.2 2.2 -0.9 -0.327
C 3.8615 0.9355 0.1992 -1.7 -0.8 1.7 -0.048
C 1.9280 0.3221 1.1248 2.2 -1.8 0.8 0.241
C -2.5757 -1.4121 -0.6861 -1.2 -0.3 -0.1 0.290
C -2.2744 0.7715 -0.6808 1.0 6.0 -2.6 0.645
C -1.5024 -1.5881 0.2897 0.8 1.0 0.5 -0.546
C -0.3914 -0.5726 -0.1971 2.6 -1.2 2.4 0.358
C 0.5998 -0.1751 1.5670 -0.5 -0.6 -3.0 -0.415
N 3.0129 1.9308 0.0971 3.3 0.8 -1.3 -0.104
N -3.0173 -0.2363 -1.0135 -1.7 -3.9 0.2 -0.459
N -0.9472 0.6680 -0.6317 -0.3 0.3 0.5 -0.584
N -2.7912 2.0648 -0.9456 -0.7 -3.4 0.9 -0.745
N 0.4633 -1.2142 -1.1673 0.2 0.8 -0.2 -0.882
O 1.9201 1.5869 0.6888 -3.4 -0.6 0.4 -0.275
H 3.8061 -1.0549 1.2311 -0.5 -0.2 0.0 0.254
H 4.8632 1.0620 -0.0936 0.9 0.0 -0.6 0.231
H -3.0512 -2.3307 -1.0116 -0.4 0.4 -0.7 0.224
H -2.0143 -1.1589 1.2167 1.2 -1.0 -0.5 0.270
H -1.0846 -2.6616 0.3525 -0.8 1.9 0.2 0.275
H 0.5716 -1.1921 1.9898 0.1 0.8 0.1 0.233
H -0.0563 0.5860 2.0048 0.3 -0.4 0.1 0.232
H -0.4226 1.5142 -0.8843 0.3 -0.8 0.5 0.446
H -3.8227 2.1506 -1.0606 1.4 -0.1 0.1 0.441
H -2.2515 2.8583 -0.6979 0.2 0.7 0.3 0.410
H 0.8795 -2.1279 -0.8199 -0.3 2.1 -0.9 0.414
H 1.0298 -0.5558 -1.8079 -0.9 -1.9 1.8 0.420
```
Forces are in eV/Å.

Entry 6:
Computed, not measured: a 10-piece molecular cluster, C6H30NO10 overall in a non-equilibrium geometry, with the ωB97M-V functional and the def2-TZVPD basis.

Output
ΔE to the lowest compared entry with this formula, charge and spin = 5.083 eV
HOMO = -5.3 eV
Largest force on an atom = 0.118 hartree/bohr
Net charge = -1
Gap between HOMO and LUMO = 0.2988 Ha
E_tot = -28671.7995 eV

```
47
Properties=species:S:1:pos:R:3:forces:R:3:nbo_charge:R:1
C 2.2228 -1.3230 0.4017 -1.6 -4.1 -4.1 -0.221
N 1.1767 -0.7465 -0.5744 4.4 -1.0 -1.8 -0.708
C 1.5641 0.5937 -1.1828 0.9 -2.8 3.9 0.109
O 1.1729 1.4784 -0.2298 0.6 1.2 -0.6 -0.958
C 1.7687 -2.9601 0.5476 1.3 2.8 3.1 -0.387
C 0.4737 -3.0067 1.4330 1.4 3.4 -1.9 -0.477
C -0.7772 -2.8715 0.6001 -1.9 -1.1 -0.3 -0.184
C -1.9710 -2.9549 1.1905 -1.4 0.8 -2.3 -0.398
H 2.2893 -0.9241 1.3445 -0.2 1.0 2.0 0.206
H 3.2352 -1.2656 -0.0703 -0.9 0.0 0.2 0.184
H 0.3084 -0.6882 -0.1523 -1.9 0.5 1.0 0.361
H 2.6972 0.4666 -1.3993 -1.3 0.5 0.3 0.116
H 1.0524 0.8376 -2.0393 -1.1 -0.3 -2.8 0.139
H 1.5920 -3.3302 -0.3857 -0.3 -1.1 -2.5 0.200
H 2.5984 -3.5150 1.0342 -0.4 0.3 -0.2 0.188
H 0.2900 -3.8921 1.9942 0.6 -0.3 1.1 0.222
H 0.6905 -1.9737 1.9299 -1.3 -2.2 0.5 0.232
H -0.8424 -2.9985 -0.4805 0.9 0.4 0.0 0.205
H -1.9740 -2.8960 2.2161 -0.3 0.0 2.5 0.169
H -3.0245 -2.9185 0.7167 2.1 -0.2 0.4 0.193
H -2.2964 2.4292 -1.8302 0.8 -0.3 -2.0 0.495
H -1.1074 2.0976 -2.7121 -0.2 0.1 0.0 0.478
O -2.0665 2.1773 -2.7849 -1.0 0.0 1.5 -0.976
H 1.6943 -2.4516 -2.2126 -0.4 -1.1 -1.0 0.480
H 0.3470 -2.4433 -2.6296 -0.6 -0.3 -0.4 0.473
O 1.1116 -3.0026 -2.8203 0.9 1.5 1.3 -0.959
H -0.0447 1.7384 0.9095 1.7 -2.8 -3.2 0.495
H 0.1306 2.9662 1.5809 -0.4 0.1 0.2 0.471
O -0.4260 2.1758 1.5978 -1.3 2.6 4.3 -0.972
H -1.5004 1.9163 2.9781 0.7 0.3 -2.3 0.498
H -2.4621 0.7686 3.5987 2.7 3.0 0.3 0.464
O -1.7737 1.5579 3.7914 -3.5 -3.6 2.3 -0.981
H 2.0500 1.2888 2.4976 1.8 -0.8 -2.8 0.481
H 2.3873 1.0493 0.9083 -1.5 0.8 -0.6 0.499
O 2.7497 1.0032 1.7847 0.0 0.8 4.3 -1.005
H 0.1175 2.4382 -0.6916 -0.8 0.5 0.6 0.485
H -0.4584 3.9558 -0.8648 0.4 0.3 -0.2 0.472
O -0.7200 3.0522 -0.7090 -0.1 -0.2 -0.7 -1.051
H -2.9120 0.1451 -2.6086 0.2 -0.3 -0.8 0.494
H -3.2923 -1.2511 -2.3188 -0.5 -1.3 1.3 0.454
O -3.0247 -0.7311 -3.0439 0.4 1.7 -0.5 -0.954
H -3.8852 1.6338 1.0923 -1.0 -0.5 0.4 0.453
H -2.6287 1.8442 0.5448 1.2 -0.5 -0.2 0.486
O -3.1819 1.0760 0.7583 0.0 1.0 -0.2 -0.940
H 2.9815 3.1241 -1.0081 -1.7 0.8 -0.5 0.466
H 1.5309 2.7911 -1.3459 0.3 -0.1 0.5 0.475
O 2.1369 3.5387 -1.3563 2.3 0.5 -0.2 -0.974
```
Forces are in eV/Å.

Among the records above, which one has the lowest HOMO?
C8H12N5O

Which of these has the highest largest force on an atom?
C8H12N5O